[1]
ORCA calculation (the ωB97M-V functional and the def2-TZVPD basis) on one molecule with the formula C9H5BrO2 in a non-equilibrium geometry.

highest occupied orbital energy: -9.5 eV
SMILES string: O=C1C(=O)[C@@H](Br)c2ccccc21
gap between HOMO and LUMO: 8.25 eV
total charge: 0

Last column: natural (NBO) charge in e.
Geometry (Å):
O: 0.569810 3.029687 -0.013116  -0.462
C: 0.778435 1.852215 -0.070499  0.445
C: 2.144455 1.173274 -0.133552  0.524
O: 3.254725 1.541537 0.040970  -0.429
C: 1.724787 -0.352461 -0.637913  -0.380
Br: 2.904346 -1.683909 0.093677  0.020
C: 0.341531 -0.531379 -0.231791  -0.012
C: -0.426331 -1.657834 -0.168079  -0.190
C: -1.766943 -1.420807 0.272406  -0.160
C: -2.229627 -0.178256 0.612183  -0.208
C: -1.517263 0.990219 0.343399  -0.126
C: -0.236800 0.778488 -0.026707  -0.162
H: 1.988341 -0.454307 -1.645289  0.248
H: -0.130821 -2.622714 -0.384661  0.227
H: -2.237894 -2.371478 0.332016  0.220
H: -3.120368 0.031532 1.033188  0.210
H: -2.040389 1.876193 0.583776  0.235

Atomic forces in eV per Å
O 0.2 0.5 -0.1
C -0.4 0.0 0.5
C -0.4 -2.6 -1.4
O -0.2 0.4 0.2
C 2.1 1.2 1.9
Br 0.4 -0.3 0.5
C -1.0 2.0 -0.5
C -2.2 3.0 1.0
C 2.2 -1.2 -0.4
C 1.6 0.1 -1.5
C -0.7 -2.1 0.7
C 2.0 -0.3 -0.4
H -0.2 0.2 -1.7
H 0.9 -1.7 -0.4
H -1.4 -0.2 0.5
H -3.2 -0.2 1.2
H 0.3 1.2 0.0


[2]
ORCA calculation (the ωB97M-V functional and the def2-TZVPD basis) on C9H5ClF5O2RhS as an isolated structure in a non-equilibrium geometry.

highest occupied orbital energy: -8.2 eV
energy relative to the best compared isomer or geometry (same formula, charge and spin): 182.6 kJ/mol
gap between HOMO and LUMO: 6.55 eV
total charge: 0

Last column: natural (NBO) charge in e.
Geometry (Å):
Rh: -1.805497 1.020717 -0.494246  0.449
F: 4.720116 -0.344923 1.010096  -0.283
C: 3.392953 -0.276773 1.101459  0.256
C: 2.607750 -0.387636 -0.027536  0.308
F: 3.179507 -0.577411 -1.218960  -0.294
C: 1.232110 -0.307490 0.082108  0.280
F: 0.533390 -0.436920 -1.063173  -0.317
C: 0.581620 -0.102706 1.290080  -0.276
S: -1.171536 0.048197 1.525362  -0.234
C: 1.405360 -0.019882 2.408313  0.322
F: 0.869770 0.153883 3.617874  -0.289
C: 2.782143 -0.099651 2.327282  0.275
F: 3.525996 -0.006869 3.428104  -0.282
Cl: -2.213224 3.491505 -0.548932  0.057
C: -0.952234 2.601670 -1.386891  -0.449
H: 0.027352 2.845388 -0.990680  0.221
H: -1.071001 2.671695 -2.461462  0.228
C: -2.045540 -2.213663 -1.066327  -0.265
O: -3.172261 -1.388818 -1.456204  -0.487
C: -3.123663 -0.080241 -1.337289  0.714
O: -3.927016 0.684924 -1.786850  -0.548
H: -2.399609 -3.231132 -1.188523  0.206
H: -1.771089 -2.019797 -0.035824  0.215
H: -1.205386 -2.024064 -1.727792  0.195

Atomic forces in eV per Å
Rh 0.7 0.5 0.8
F 0.0 0.0 0.0
C 0.1 0.0 0.0
C 0.0 0.0 -0.1
F 0.0 0.0 0.0
C 0.1 -0.1 -0.1
F -0.1 0.1 0.0
C -0.4 -0.2 0.0
S 0.4 -0.1 0.0
C 0.1 0.1 0.2
F 0.0 0.0 0.0
C 0.0 0.0 0.1
F 0.0 0.0 0.0
Cl 0.0 0.7 -0.1
C -0.9 -0.2 0.0
H 0.1 -0.1 0.0
H 0.1 0.0 -0.1
C -0.3 0.1 -0.1
O -0.1 -0.1 -0.1
C 0.3 -0.7 -0.2
O -0.2 0.1 -0.3
H 0.0 0.0 0.0
H 0.0 0.0 0.1
H 0.0 0.0 0.0


[3]
ORCA calculation (the ωB97M-V functional and the def2-TZVPD basis) on a 24-piece molecular cluster, C9H64NO24 overall in a non-equilibrium geometry.

highest occupied orbital energy: -3.4 eV
energy relative to the best compared isomer or geometry (same formula, charge and spin): 320.5 kJ/mol
gap between HOMO and LUMO: 4.44 eV
total charge: -1

Last column: Mulliken charge in e.
Geometry (Å):
C: 1.895110 0.324133 -1.516508  -1.429
C: 0.851348 -0.841036 -1.292633  1.560
C: 1.398264 -1.860203 -0.212800  -0.671
C: 1.308612 -1.349905 1.237119  0.358
C: -0.122444 -0.969572 1.591834  -0.411
C: -0.763222 0.027028 0.552593  2.470
N: -0.484620 -0.468145 -0.837180  1.008
O: -1.485420 -0.006651 -1.813431  -0.277
C: -0.257177 1.423598 0.827262  -0.694
C: -2.329273 0.073566 0.828990  -1.728
C: 0.836716 -1.591798 -2.674467  -0.815
H: 2.723569 0.134539 -2.199000  0.445
H: 2.290681 0.719198 -0.580795  -0.214
H: 1.401558 1.223739 -1.884235  -0.047
H: 2.442995 -2.034818 -0.469988  0.297
H: 0.823844 -2.768401 -0.395311  0.071
H: 1.962243 -0.488761 1.376018  -0.557
H: 1.649491 -2.205623 1.819915  0.661
H: 0.001858 -0.571698 2.598985  -0.792
H: -0.747717 -1.856291 1.696004  0.180
H: 0.827150 1.517963 0.768686  -0.665
H: -0.716058 1.901360 1.692861  0.925
H: -0.668390 2.047574 0.033746  -0.345
H: -2.769864 -0.877876 0.531123  0.128
H: -2.752534 0.964415 0.364941  0.502
H: -2.613320 0.155101 1.878171  -0.228
H: 1.670727 -2.288520 -2.590196  0.446
H: 1.062576 -0.904711 -3.489946  0.213
H: -0.058855 -2.137994 -2.970631  -0.518
O: 4.599249 -2.197699 2.176079  -0.698
H: 5.317106 -2.823327 2.078609  0.262
H: 3.897599 -2.550346 1.628751  0.361
O: 0.901252 2.457957 3.601328  -0.602
H: 0.350847 2.874213 4.264664  0.281
H: 0.798933 1.519411 3.759080  0.215
O: -3.123232 4.581339 0.540778  -0.697
H: -3.665950 3.804890 0.403585  0.389
H: -2.298323 4.239641 0.885737  0.438
O: -2.540127 -1.257893 -4.328758  -0.699
H: -1.902735 -1.971429 -4.299903  0.195
H: -2.209460 -0.615200 -3.701204  0.349
O: -1.572766 -4.296796 -4.244521  -0.657
H: -1.774786 -4.178400 -3.316400  0.333
H: -0.763559 -4.808041 -4.250677  0.298
O: -3.057507 -3.690726 1.298620  -0.697
H: -2.941570 -2.834892 0.885892  0.399
H: -2.202438 -3.891481 1.679115  0.287
O: -4.274028 0.868297 -2.105770  -0.804
H: -4.161525 1.765273 -2.420441  0.345
H: -3.390105 0.582085 -1.875569  0.428
O: 0.286093 -0.946458 -6.265706  -0.627
H: 0.516070 -1.068543 -7.186818  0.258
H: -0.577485 -1.350018 -6.178444  0.325
O: 2.847647 3.553257 -0.472754  -0.573
H: 3.514533 3.004366 -0.060166  0.325
H: 2.304160 3.857713 0.253988  0.351
O: 1.583500 4.271722 1.772656  -0.889
H: 1.557559 3.348576 2.024362  0.193
H: 1.523842 4.748034 2.600781  0.351
O: 3.724446 0.085331 3.802883  -0.523
H: 3.839042 -0.695640 3.261405  0.332
H: 3.841155 -0.225787 4.700553  0.259
O: -0.321374 -4.639700 0.826858  -0.692
H: 0.122756 -4.515551 1.665643  0.256
H: 0.290399 -5.160036 0.306084  0.314
O: -1.436154 -3.752510 -1.469057  -0.776
H: -1.158397 -2.837868 -1.519156  0.383
H: -0.929207 -4.117892 -0.743983  0.367
O: 4.584287 1.921149 0.981956  -0.564
H: 5.516276 2.037759 1.166426  0.248
H: 4.401576 1.015512 1.232308  0.267
O: 4.315818 2.693531 -2.858965  -0.641
H: 3.605360 2.983995 -2.287020  0.364
H: 4.736230 1.981511 -2.376763  0.277
O: -1.985244 0.908572 4.291913  -0.631
H: -2.431661 1.755227 4.281026  0.290
H: -2.691438 0.264265 4.243171  0.243
O: -5.124343 2.885453 0.122293  -0.655
H: -5.889953 2.891474 0.696792  0.268
H: -5.169291 2.042326 -0.328639  0.333
O: 3.119517 -4.600014 1.344692  -0.600
H: 2.425003 -4.346056 1.952464  0.284
H: 3.251993 -5.533780 1.508288  0.306
O: 0.418626 -0.016616 5.198018  -0.648
H: 0.374176 -0.842637 4.716420  0.284
H: -0.430400 0.397425 5.043213  0.377
O: -0.717501 2.975289 -2.228971  -0.718
H: -1.015306 2.099073 -1.984447  0.296
H: 0.091319 3.101026 -1.732763  0.327
O: -1.142870 4.302970 2.160721  -0.687
H: -1.045883 4.317015 3.112891  0.241
H: -0.264709 4.109143 1.832869  0.539
O: -5.481815 -0.731981 -0.048695  -0.664
H: -4.908065 -0.312477 -0.689829  0.267
H: -5.480325 -0.136395 0.700641  0.284
O: 0.840482 1.459064 -5.120286  -0.711
H: 0.562870 1.317721 -4.215195  0.358
H: 0.641961 0.634370 -5.563775  0.437

Atomic forces in eV per Å
C -0.8 0.6 0.8
C 0.4 0.1 -0.2
C -0.1 1.4 -1.0
C -0.6 -0.8 -1.7
C 0.4 0.1 -0.3
C -0.3 -0.8 0.6
N -2.1 -0.6 0.3
O 1.6 0.4 0.8
C -0.5 0.9 -0.9
C 1.2 -0.5 -0.3
C 0.1 0.5 0.6
H -0.1 -0.4 0.0
H 0.3 -0.3 0.3
H -0.3 -0.2 -0.5
H 0.2 -0.2 0.0
H 0.1 -0.1 0.4
H 0.2 -0.1 0.1
H 0.2 0.2 0.7
H -0.7 0.6 0.1
H -0.1 -0.2 -0.3
H 0.1 0.0 0.3
H 0.4 -0.5 0.4
H 0.2 0.1 -0.3
H -0.2 0.4 -0.7
H -0.2 -0.4 -0.4
H 0.7 0.1 0.4
H 0.1 -0.2 -0.4
H -0.1 0.0 0.1
H 0.0 0.1 0.4
O 0.0 0.5 0.2
H 0.1 -0.1 0.0
H -0.2 -0.2 -0.3
O 0.1 0.4 0.0
H 0.0 0.0 0.2
H 0.2 -0.6 0.2
O -0.2 0.4 -0.2
H -0.4 -0.1 -0.2
H 0.1 0.2 0.2
O -0.3 -0.2 -0.9
H 0.1 -0.4 0.2
H 0.4 0.3 0.8
O -0.1 0.0 -0.9
H 0.0 0.1 0.8
H 0.2 0.0 0.0
O -0.4 -0.2 0.5
H 0.0 0.2 -0.4
H 0.1 -0.1 -0.2
O -1.0 0.2 0.2
H 0.1 0.3 -0.2
H 1.5 -0.5 0.1
O 0.3 -0.4 -0.2
H 0.1 0.0 -0.2
H -0.5 0.0 0.3
O -0.1 0.0 -0.9
H 0.3 -0.3 0.3
H -0.1 0.4 0.1
O -0.1 0.5 -0.4
H 0.0 -0.6 0.6
H 0.2 0.1 0.1
O -0.1 0.4 0.0
H 0.2 -0.5 -0.2
H 0.0 0.0 0.2
O 0.1 -0.3 0.4
H 0.1 0.2 0.2
H 0.3 -0.3 -0.2
O -0.2 -0.4 -0.6
H 0.0 0.8 0.1
H -0.3 0.2 0.2
O 0.1 0.0 -0.1
H 0.2 0.1 0.1
H -0.2 -0.3 0.2
O 0.5 -0.1 -0.4
H -0.5 0.3 0.3
H 0.0 -0.2 0.1
O 0.0 0.1 0.2
H -0.1 0.3 -0.1
H -0.2 -0.3 -0.1
O -0.4 -0.2 0.1
H -0.2 0.2 0.2
H 0.2 -0.5 -0.6
O 0.0 0.0 -0.2
H -0.2 0.2 0.2
H 0.1 -0.3 0.0
O 0.8 0.0 0.3
H 0.0 -0.2 -0.1
H -0.7 0.1 -0.1
O 0.1 0.7 -0.3
H -0.3 -1.2 0.0
H 0.3 0.1 0.1
O -0.2 0.1 0.6
H -0.1 0.1 0.1
H 0.6 0.0 -0.3
O -0.5 -0.4 0.5
H 0.2 0.3 -0.6
H 0.1 0.1 0.2
O 0.4 0.6 0.0
H -0.2 0.2 0.3
H -0.2 -0.4 -0.1


[4]
ORCA calculation (the ωB97M-V functional and the def2-TZVPD basis) on a 25-piece molecular cluster, C9H66NO25 overall in a non-equilibrium geometry.

highest occupied orbital energy: -4.2 eV
energy relative to the best compared isomer or geometry (same formula, charge and spin): 132.4 kJ/mol
gap between HOMO and LUMO: 5.56 eV
total charge: -1

Last column: Mulliken charge in e.
Geometry (Å):
C: -0.123600 1.479046 1.366893  -0.042
C: 0.306657 1.205145 -0.124986  2.579
C: 1.861564 1.133204 -0.163182  -1.274
C: 2.355794 -0.172281 0.435122  -0.184
C: 1.702764 -1.313654 -0.316173  -1.209
C: 0.145588 -1.340467 -0.425109  2.306
N: -0.311946 0.029831 -0.771435  0.200
O: -1.740175 0.098979 -0.741846  0.901
C: -0.456968 -1.925465 0.878100  -0.413
C: -0.121928 -2.291367 -1.612732  -0.637
C: -0.009933 2.472155 -0.925849  -0.795
H: -1.193471 1.638236 1.518166  -0.357
H: 0.399321 2.345681 1.770602  0.598
H: 0.044814 0.605929 1.999976  -0.622
H: 2.156497 2.018790 0.396964  0.126
H: 2.165742 1.135148 -1.212843  0.044
H: 2.180343 -0.282347 1.509533  -0.239
H: 3.446064 -0.193632 0.335384  0.638
H: 2.130965 -2.263158 0.008594  0.261
H: 2.073196 -1.200130 -1.340202  -0.064
H: -0.135876 -2.968332 0.909280  0.415
H: -1.534441 -1.802949 0.865040  -0.115
H: -0.022070 -1.385077 1.717371  -0.264
H: 0.554877 -2.068605 -2.437207  0.072
H: -1.147005 -2.258875 -1.982445  0.324
H: 0.069387 -3.330118 -1.346772  -1.037
H: -0.226735 2.238775 -1.971279  -0.291
H: 0.787616 3.201298 -0.841479  -0.270
H: -1.013662 2.853956 -0.724188  0.065
O: -0.006755 5.399272 -2.555455  -0.661
H: 0.870280 5.078550 -2.319349  0.344
H: -0.294473 4.809965 -3.266339  0.394
O: -2.051186 -0.793391 4.621858  -0.592
H: -1.125327 -1.074970 4.509750  0.371
H: -2.546269 -1.616689 4.645860  0.277
O: -4.067563 -3.104621 1.307342  -0.628
H: -4.395931 -2.485896 1.966500  0.335
H: -3.661869 -2.544653 0.636541  0.266
O: 1.990209 -4.866044 -0.415926  -0.752
H: 1.153028 -4.892699 -0.906607  0.286
H: 1.804268 -4.309644 0.345172  0.277
O: -4.287713 -1.220714 -1.092163  -0.694
H: -3.438330 -0.752518 -1.133625  0.245
H: -4.684480 -1.069315 -1.952927  0.287
O: 2.515104 4.185774 -2.140795  -0.610
H: 3.264567 4.746769 -1.918443  0.262
H: 2.828241 3.287274 -1.993524  0.268
O: -2.257268 -5.009287 -3.118346  -0.680
H: -2.562008 -4.119941 -3.328512  0.307
H: -1.766157 -5.290866 -3.896602  0.311
O: 4.485301 -4.515208 -1.389096  -0.657
H: 4.395740 -4.298441 -2.319248  0.261
H: 3.576283 -4.726796 -1.093854  0.457
O: 0.686883 -1.167325 4.381784  -0.689
H: 0.981392 -2.030945 4.078090  0.276
H: 1.499312 -0.640775 4.439593  0.282
O: -0.383692 3.420943 -4.536799  -0.792
H: -0.594072 2.645532 -4.000477  0.429
H: -1.240383 3.742174 -4.833504  0.313
O: 0.991569 4.552518 4.564266  -0.660
H: 0.803316 3.832588 5.173183  0.313
H: 1.624081 4.179158 3.932378  0.359
O: -3.306924 -0.168843 1.815794  -0.678
H: -2.754026 -0.368287 2.586497  0.500
H: -2.804401 -0.499914 1.059449  -0.220
O: -3.751210 2.127785 0.219471  -0.681
H: -3.119403 1.493026 -0.150813  0.182
H: -3.508436 2.973538 -0.168599  0.363
O: -0.619992 -0.158937 -3.751353  -0.796
H: 0.208124 -0.636908 -3.822152  0.286
H: -0.777349 -0.087378 -2.790289  0.319
O: 3.400139 -0.010567 -3.977941  -0.601
H: 3.807796 -0.463851 -3.234967  0.286
H: 3.177906 -0.716415 -4.598123  0.302
O: 2.363184 -2.577876 -4.890463  -0.583
H: 1.549707 -3.083969 -4.971118  0.276
H: 3.055896 -3.241485 -4.822488  0.277
O: -1.960523 -5.062937 2.877168  -0.650
H: -2.177094 -4.914091 1.950833  0.326
H: -2.067709 -4.198824 3.281217  0.313
O: -2.916837 2.007475 3.667747  -0.547
H: -2.206535 1.731006 4.256407  0.266
H: -3.295934 2.785869 4.086956  0.246
O: -0.507333 -5.767529 -1.069897  -0.632
H: -0.910033 -6.512292 -0.616089  0.271
H: -1.091674 -5.588382 -1.825126  0.351
O: 3.148978 0.121995 4.294224  -0.609
H: 3.789255 -0.058639 3.599397  0.275
H: 3.643077 0.600573 4.966963  0.269
O: -2.562003 1.813433 -3.121016  -0.768
H: -2.269127 1.192737 -3.795543  0.397
H: -2.282093 1.410392 -2.279011  0.087
O: -0.954664 4.302457 2.500975  -0.618
H: -1.520371 3.564529 2.243033  0.254
H: -0.874867 4.230508 3.456674  0.259
O: 0.900622 5.726804 0.954602  -0.687
H: 0.284043 5.245703 1.533065  0.433
H: 1.322748 5.041625 0.431903  0.297
O: 2.738597 3.711153 2.513355  -0.576
H: 2.851478 2.839758 2.122662  0.325
H: 3.547560 4.187285 2.302524  0.262

Atomic forces in eV per Å
C -0.2 -0.9 -0.4
C -0.1 0.5 0.8
C -1.4 -1.0 0.5
C 0.1 0.2 0.5
C 0.4 0.1 -0.7
C 0.8 0.4 0.3
N -0.1 -0.4 -0.5
O 0.2 0.2 -0.1
C 0.8 0.5 -0.8
C -0.3 -0.1 0.1
C -1.5 -0.7 -0.7
H -0.1 0.1 -0.6
H 0.1 0.0 0.0
H 0.5 0.0 0.1
H 0.5 0.1 -0.3
H 0.2 0.4 0.0
H -0.3 0.4 0.1
H 0.1 -0.4 -0.1
H -0.3 -0.2 0.1
H -0.1 -0.1 -0.2
H -0.4 -0.1 0.3
H 0.1 -0.3 0.1
H -0.2 -0.1 0.2
H 0.0 0.1 0.0
H -0.1 0.3 0.2
H 0.0 0.1 0.2
H 1.0 -0.3 -0.2
H -0.4 0.3 0.1
H 0.3 0.5 0.8
O -0.3 0.5 0.1
H -0.1 -0.1 -0.1
H 0.3 -0.1 0.1
O 0.2 -0.3 -0.1
H 0.0 0.3 0.1
H -0.2 0.1 0.0
O 0.2 -0.6 0.2
H 0.1 0.3 -0.2
H -0.4 0.2 -0.2
O 0.0 0.0 0.0
H 0.0 -0.4 0.3
H 0.0 0.0 0.0
O 0.1 -0.3 -0.1
H 0.4 0.2 0.0
H -0.1 0.1 0.0
O 0.5 0.0 0.2
H 0.0 0.1 -0.1
H -0.2 -0.1 -0.1
O 0.1 -0.2 -0.3
H 0.0 0.1 0.2
H -0.1 0.0 -0.1
O 0.1 -0.1 -0.1
H 0.0 0.0 0.0
H 0.1 0.1 0.0
O 0.1 -0.3 0.0
H 0.0 0.0 0.0
H -0.1 0.1 -0.1
O 0.1 0.1 -0.3
H -0.2 -0.1 0.0
H -0.1 -0.2 0.0
O -0.1 -0.1 0.4
H 0.1 0.0 0.1
H 0.0 0.1 -0.3
O -0.1 -0.7 0.4
H -0.1 0.3 0.0
H 0.2 0.5 -0.3
O -0.1 0.4 -0.1
H 0.3 -0.2 0.2
H 0.0 0.0 -0.1
O -0.4 0.1 -0.3
H 0.2 0.2 0.0
H 0.3 0.0 0.2
O 0.2 0.1 -0.1
H 0.0 0.0 0.1
H -0.2 0.0 0.1
O 0.1 -0.1 -0.1
H -0.1 0.1 0.0
H 0.0 0.0 0.0
O 0.3 -0.2 0.1
H -0.2 0.2 0.0
H -0.1 0.1 -0.1
O 0.2 0.3 0.1
H -0.1 -0.3 0.1
H -0.1 0.0 0.0
O -0.1 -0.1 -0.3
H 0.1 0.0 0.1
H -0.2 0.3 0.2
O 0.3 0.1 0.0
H -0.1 -0.1 -0.1
H -0.1 0.0 0.1
O -0.1 0.3 -0.1
H 0.1 -0.2 0.1
H 0.0 -0.3 0.2
O -0.4 0.0 0.0
H -0.1 0.0 -0.1
H 0.3 0.2 0.0
O 0.2 0.2 0.1
H 0.0 0.0 -0.1
H -0.1 -0.1 -0.1
O 0.3 -0.2 0.1
H -0.1 -0.1 0.0
H -0.1 0.2 0.0